[1]
Formula: C18H18N2O2S2
Source: the Open Molecules 2025 dataset
Level of theory: ωB97M-V/def2-TZVPD

Element x y z (Å)
C: -5.735024 -0.829575 -0.567933
O: -4.902023 0.132582 -1.179894
C: -4.768630 1.333225 -0.465993
C: -3.968412 1.189336 0.842630
N: -2.736001 0.479519 0.613667
C: -2.556610 -0.802177 1.017940
O: -3.317932 -1.375090 1.772603
C: -1.306280 -1.411054 0.476474
C: -1.030328 -1.350846 -0.885271
C: 0.163321 -1.845482 -1.371805
C: 1.101116 -2.395777 -0.506208
C: 2.460666 -2.753230 -1.007153
S: 3.750364 -1.744786 -0.158825
C: 3.006965 -0.185838 -0.189179
N: 2.043151 0.146633 -0.961436
C: 1.577412 1.397068 -0.687383
C: 0.504445 2.017716 -1.318749
C: 0.138855 3.284665 -0.914158
C: 0.829347 3.942795 0.100642
C: 1.898816 3.344506 0.740140
C: 2.263469 2.068820 0.348893
S: 3.521996 1.043638 0.982061
C: 0.792676 -2.515310 0.843979
C: -0.408326 -2.037142 1.331813
H: -6.713322 -0.399454 -0.323605
H: -5.862034 -1.624885 -1.299742
H: -5.285780 -1.245314 0.338653
H: -5.754721 1.764621 -0.235530
H: -4.238844 2.006325 -1.147083
H: -3.764690 2.184679 1.248691
H: -4.529347 0.609482 1.578850
H: -2.094387 0.869337 -0.059968
H: -1.753030 -0.917993 -1.562369
H: 0.387387 -1.773738 -2.425256
H: 2.742959 -3.778410 -0.766241
H: 2.556047 -2.579577 -2.077430
H: -0.014448 1.497714 -2.108195
H: -0.693403 3.778633 -1.393563
H: 0.524503 4.935481 0.394920
H: 2.433362 3.850890 1.528194
H: 1.513635 -2.955686 1.518183
H: -0.646774 -2.114069 2.381662

Forces on the atoms, in the same order (eV/Å):
C 0.0 -0.1 0.1
O 0.1 0.1 -0.1
C 0.1 0.1 0.2
C -0.3 -0.1 -0.2
N 0.0 0.3 -0.1
C 0.2 0.2 -0.1
O -0.1 -0.2 0.2
C 0.1 -0.2 -0.1
C 0.0 0.0 0.1
C 0.0 -0.3 0.1
C -0.4 -0.2 0.0
C 0.3 0.4 0.1
S 0.3 -0.5 0.0
C 0.1 0.5 0.3
N 0.3 -0.5 -0.5
C 0.1 0.8 0.6
C 0.1 0.0 0.0
C -0.1 0.0 -0.1
C 0.0 0.1 0.1
C 0.0 0.1 0.0
C 0.0 -0.3 -0.2
S -0.3 -0.2 -0.3
C 0.0 -0.1 -0.2
C -0.1 0.1 0.0
H 0.0 0.0 0.0
H -0.1 0.0 0.1
H 0.0 0.0 0.0
H 0.1 0.0 0.0
H -0.1 0.0 0.1
H -0.1 -0.1 0.0
H 0.1 0.2 0.0
H 0.1 -0.1 0.1
H -0.1 0.1 -0.1
H 0.1 0.0 -0.1
H 0.0 0.0 -0.1
H -0.1 -0.1 0.0
H -0.1 -0.1 -0.1
H -0.1 0.1 -0.1
H 0.0 0.1 0.0
H 0.0 0.1 0.1
H 0.1 0.0 0.1
H 0.0 0.0 0.1

The HOMO-LUMO gap is 9.0 eV. The structure (SMILES) is COCCNC(=O)c1ccc(CSc2nc3ccccc3s2)cc1. For the energy, the calculation gives -47704.3345 eV. Its spin multiplicity is 1. The energy relative to the best compared isomer or geometry (same formula, charge and spin) comes out at 44.6 kJ/mol. The HOMO energy comes out at -0.3124 Ha. The net charge is 0. The LUMO energy is 0.491 eV.

Here are the Mulliken charges for atoms 1 to 4, given in e: -0.620, -0.334, -0.436, -1.023



[2]
Formula: C18H18N2O2S2
Source: the Open Molecules 2025 dataset
Level of theory: ωB97M-V/def2-TZVPD

Element x y z (Å)
C: -6.623906 -0.021086 -1.490637
O: -6.528929 -0.183934 -0.090957
C: -6.601285 1.006384 0.646546
C: -5.374008 1.922830 0.480255
N: -4.143569 1.205097 0.700941
C: -3.362969 0.809859 -0.337359
O: -3.558279 1.175111 -1.481754
C: -2.231162 -0.087976 0.031216
C: -1.787347 -0.999826 -0.922554
C: -0.743604 -1.856798 -0.640181
C: -0.109818 -1.808614 0.596590
C: 1.020167 -2.739403 0.905010
S: 2.318134 -2.735738 -0.394112
C: 3.006113 -1.161503 -0.221970
N: 3.873878 -0.717560 -1.047411
C: 4.322527 0.523754 -0.710408
C: 5.268478 1.267570 -1.408576
C: 5.616620 2.514594 -0.933595
C: 5.038849 3.033014 0.222556
C: 4.097042 2.312701 0.932870
C: 3.745489 1.061171 0.462242
S: 2.606467 -0.069222 1.130955
C: -0.536009 -0.881930 1.540049
C: -1.590241 -0.030951 1.264165
H: -6.721700 -1.023704 -1.902166
H: -7.508432 0.569775 -1.755869
H: -5.731243 0.453569 -1.908843
H: -6.680456 0.684806 1.689771
H: -7.504474 1.577715 0.381870
H: -5.325130 2.320880 -0.535477
H: -5.454062 2.753129 1.188389
H: -4.052177 0.726025 1.582919
H: -2.276641 -1.020599 -1.884270
H: -0.402494 -2.562244 -1.383791
H: 1.493924 -2.503577 1.857906
H: 0.680481 -3.776459 0.917854
H: 5.708055 0.854031 -2.301561
H: 6.350070 3.101141 -1.466078
H: 5.329555 4.012133 0.571842
H: 3.647072 2.710056 1.829426
H: -0.037141 -0.824352 2.496578
H: -1.885210 0.699554 2.003525

Forces on the atoms, in the same order (eV/Å):
C 0.0 0.0 -0.1
O 0.0 -0.1 0.1
C 0.2 0.2 0.0
C -0.3 -0.1 -0.2
N -0.1 0.1 0.3
C 0.0 0.1 0.2
O 0.1 -0.1 -0.2
C 0.3 -0.2 0.0
C -0.1 0.1 0.0
C -0.1 0.0 0.1
C -0.2 0.1 0.1
C 0.5 0.1 -0.4
S -0.3 -0.6 0.2
C -0.2 0.6 0.7
N -0.1 -0.8 -0.6
C -0.1 0.8 0.7
C -0.1 -0.1 0.0
C 0.1 0.0 -0.1
C -0.1 0.1 0.1
C 0.0 0.1 0.0
C 0.1 -0.3 -0.2
S 0.3 -0.1 -0.5
C 0.0 -0.2 -0.1
C -0.2 0.0 -0.1
H 0.0 0.0 -0.1
H 0.0 0.0 0.0
H -0.1 0.0 0.0
H -0.1 0.1 0.0
H 0.0 0.0 0.1
H 0.0 0.0 0.2
H 0.0 0.0 -0.1
H 0.1 -0.1 -0.1
H 0.0 0.0 -0.1
H 0.0 0.0 -0.1
H -0.1 -0.1 0.1
H 0.1 0.0 0.1
H 0.1 0.0 -0.1
H 0.1 0.0 0.0
H 0.0 0.1 0.0
H 0.0 0.1 0.1
H 0.1 0.0 0.1
H 0.0 0.1 0.1

The HOMO-LUMO gap is 8.7 eV. The structure (SMILES) is COCCNC(=O)c1ccc(CSc2nc3ccccc3s2)cc1. For the energy, the calculation gives -47704.3727 eV. Its spin multiplicity is 1. The energy relative to the best compared isomer or geometry (same formula, charge and spin) comes out at 40.9 kJ/mol. The HOMO energy comes out at -0.3057 Ha. The net charge is 0. The LUMO energy is 0.423 eV.

Here are the Mulliken charges for atoms 1 to 4, given in e: -0.614, -0.345, -0.437, -0.871



[3]
Formula: C18H18N2O4S2
Source: the Open Molecules 2025 dataset
Level of theory: ωB97M-V/def2-TZVPD

Element x y z (Å)
C: -1.887927 -3.598373 -0.232590
C: -1.290196 -2.540829 0.409053
C: -1.821330 -1.850953 1.520711
C: -1.129978 -0.697340 2.055949
O: -1.753411 0.053845 2.968113
C: -1.926433 1.514172 2.538823
C: -3.217298 1.582216 1.587943
N: -3.098248 0.869445 0.304378
C: -2.659458 1.412191 -0.883703
C: -2.515040 2.754256 -1.051643
C: -1.967967 3.260942 -2.304557
N: -1.512966 2.462206 -3.255806
C: -1.608334 1.117147 -2.950279
C: -2.153536 0.575948 -1.887097
C: 0.092436 -0.333962 1.618962
C: 0.704456 -1.108424 0.575010
O: 2.077457 -1.014113 0.152073
S: 2.783955 0.460137 0.118275
O: 2.358427 1.310230 -1.016001
O: 2.531305 1.208221 1.371559
C: 4.534307 0.121376 -0.170739
C: 4.922659 -1.001199 -0.905709
C: 6.343546 -1.122602 -0.947788
C: 6.909764 -0.052926 -0.386412
S: 5.863940 0.918369 0.607095
C: -0.054861 -2.123103 -0.032433
H: -2.054957 -4.473533 0.437777
H: -1.206113 -3.830290 -1.047168
H: -2.799635 -3.214371 -0.622836
H: -2.629320 -2.237517 2.091973
H: -0.998056 1.929980 2.150402
H: -2.213853 2.090580 3.375859
H: -4.056575 1.025068 2.155660
H: -3.516415 2.624931 1.424236
H: -2.695020 -0.004473 0.435460
H: -2.926635 3.530248 -0.386059
H: -1.959344 4.305028 -2.451397
H: -1.159307 0.427989 -3.598650
H: -2.460613 -0.509393 -1.927284
H: 0.599030 0.475356 2.217205
H: 4.153747 -1.671129 -1.434647
H: 6.972965 -1.936525 -1.444421
H: 7.951524 -0.024301 -0.306378
H: 0.473308 -2.684528 -0.872921

Forces on the atoms, in the same order (eV/Å):
C -1.2 -3.7 -1.4
C 2.0 4.4 4.1
C 1.9 0.9 -0.1
C -1.8 -2.3 -1.5
O -0.8 2.8 0.7
C -1.5 -1.9 -1.4
C 0.1 -1.3 0.6
N -0.9 1.3 0.3
C 0.6 0.3 1.6
C 0.2 2.7 -2.1
C -0.9 -2.7 1.5
N 0.1 -0.7 0.9
C 1.1 2.5 -2.0
C -2.5 -2.1 1.7
C 3.4 0.4 -0.7
C -1.3 0.2 0.8
O -0.2 1.1 0.2
S -1.2 5.1 -0.2
O 0.6 -2.8 1.3
O 1.2 -2.4 -1.4
C -1.0 -2.5 0.3
C -1.7 0.0 -0.3
C -0.4 -1.3 -1.8
C 0.1 0.1 1.9
S -0.3 -0.2 -1.6
C 3.2 0.4 -1.3
H -0.1 0.5 -0.7
H -0.5 -0.8 -0.3
H -1.2 -0.4 -0.6
H -1.0 0.0 0.1
H -0.1 -0.3 -0.3
H -0.1 0.1 1.4
H 1.3 1.1 -0.7
H 0.1 -0.3 0.1
H 0.4 -1.9 0.3
H 0.4 -0.7 -0.1
H 0.2 1.1 -0.3
H 0.5 -0.5 -1.5
H 0.9 1.1 0.5
H -0.4 -1.1 -1.2
H 1.4 1.1 1.0
H -1.3 1.3 0.6
H 1.4 0.7 0.3
H -0.9 0.8 1.1

The HOMO-LUMO gap is 8.3 eV. The structure (SMILES) is Cc1cc(OCCNc2ccncc2)cc(OS(=O)(=O)c2cccs2)c1. For the energy, the calculation gives -51794.1954 eV. Its spin multiplicity is 1. The energy relative to the best compared isomer or geometry (same formula, charge and spin) comes out at 638.6 kJ/mol. The HOMO energy comes out at -0.3016 Ha. The net charge is 0. The LUMO energy is 0.132 eV.

Here are the Mulliken charges for atoms 1 to 4, given in e: -1.348, 1.357, -0.700, -0.365



[4]
Formula: C18H18N4O3S
Source: the Open Molecules 2025 dataset
Level of theory: ωB97M-V/def2-TZVPD

Element x y z (Å)
C: -0.595668 2.256248 -3.636958
H: -1.242712 1.445718 -3.983150
C: 0.602172 1.792094 -2.965171
N: 0.472981 0.846101 -2.056981
C: -0.021266 1.411565 -0.983513
N: 0.219230 2.580645 -0.647529
N: -0.124540 2.900847 0.533967
C: -0.854748 1.766572 1.255585
C: -1.360981 1.830353 2.574182
C: -1.692378 0.807954 3.344507
N: -2.148762 0.587886 4.622274
C: -2.382987 1.815527 5.082551
C: -2.061631 3.315592 4.429897
C: -1.414402 3.068319 3.336745
H: -1.261350 4.018683 2.683941
H: -1.949235 4.103410 5.025242
H: -2.678232 2.100050 6.104594
H: -1.482700 -0.198200 2.863691
S: -0.672624 0.236779 0.542694
C: 0.860444 -0.574396 -2.366273
O: 0.877672 -0.890686 -3.613320
C: 0.974571 -1.627122 -1.269499
C: 1.903892 -1.520107 -0.286914
C: 2.165740 -2.458522 0.649013
C: 0.826084 -3.609034 0.688165
C: -0.020384 -3.501054 -0.146146
C: -0.116769 -2.393420 -1.301142
O: -1.175941 -2.632345 -2.019461
C: -1.928745 -3.558040 -2.199183
H: -1.519386 -4.466418 -2.302539
H: -2.696129 -3.700233 -1.168827
H: -2.838834 -3.341239 -3.054624
H: -0.672530 -4.357797 -0.092045
H: 1.164319 -4.097004 1.346582
H: 2.806390 -2.329019 1.277946
O: 2.689454 -0.501280 -0.360566
C: 3.587483 -0.212289 0.354783
H: 3.663495 -0.082525 1.503585
H: 4.280884 0.668798 0.087855
H: 4.575539 -1.198614 0.317203
H: 1.341146 2.768748 -2.629593
H: 1.557569 1.214330 -3.906849
H: -0.440950 2.924110 -4.597552
H: -1.215180 2.789014 -3.037170

Forces on the atoms, in the same order (eV/Å):
C -0.3 0.1 -4.8
H 0.3 -0.3 -0.1
C 8.3 3.8 -7.4
N 0.8 -6.1 0.4
C -0.2 -5.2 3.7
N 0.0 0.8 -0.1
N -4.6 -1.7 6.2
C 3.8 2.8 -2.6
C 0.0 3.8 3.0
C 0.5 -6.7 -1.4
N -0.4 4.9 -0.2
C 0.4 3.7 1.4
C -0.9 -9.5 1.5
C 0.3 3.7 -6.7
H 0.8 -1.6 1.1
H -0.4 3.2 2.3
H -0.3 -1.5 -0.1
H -0.4 0.9 0.4
S 0.4 2.7 -3.1
C -1.0 0.7 -4.7
O 0.3 1.2 5.7
C -3.8 3.4 -5.1
C 1.8 -3.6 3.8
C -11.9 -3.0 -7.8
C 9.7 10.3 -1.1
C -7.9 1.3 -8.3
C 0.5 -7.0 5.6
O 6.7 11.4 -1.5
C -12.7 -4.8 0.9
H 1.5 -3.6 -0.9
H 1.7 0.1 -2.4
H 2.9 -0.5 2.0
H -1.1 0.2 -0.7
H 3.0 -8.0 9.0
H 7.2 0.9 7.4
O -7.7 1.8 -7.9
C 15.3 1.2 8.4
H -1.8 -0.5 -1.3
H -1.6 -1.0 -0.5
H -2.3 2.2 0.0
H -2.2 -2.8 -0.6
H -3.2 1.8 2.5
H 0.1 -1.3 2.0
H -1.7 2.0 2.2

The HOMO-LUMO gap is 6.9 eV. For the energy, the calculation gives -41876.1132 eV. Its spin multiplicity is 1. The energy relative to the best compared isomer or geometry (same formula, charge and spin) comes out at 2112.8 kJ/mol. The HOMO energy comes out at -0.2874 Ha. The net charge is 0. The LUMO energy is -0.883 eV.

Here are the Mulliken charges for atoms 1 to 4, given in e: -1.372, 0.342, -0.574, 0.534



Question: Among the records above, which one has the lowest energy relative to the best compared isomer or geometry (same formula, charge and spin)?
Answer: number 2



Question: energy of number 2 (C18H18N2O2S2)?
Answer: -47704.3727 eV



Question: Which formula does entry 2 have?
Answer: C18H18N2O2S2